C29H51CrGeN2O3 as an isolated structure. Source: the OMol25 dataset; level of theory: ωB97M-V/def2-TZVPD.

Cartesian coordinates (Å):
Cr  -0.44  -0.47  -0.11
C  -2.03  -1.37  1.15
C  -2.70  -0.47  0.27
C  -2.22  0.85  0.59
C  -1.26  0.69  1.63
C  -1.17  -0.67  2.02
C  -0.44  -1.21  3.22
C  -1.49  -1.60  4.27
C  0.47  -0.13  3.81
C  0.37  -2.46  2.86
C  -2.58  2.28  0.13
C  -1.88  2.67  -1.18
C  -2.10  3.29  1.19
C  -4.09  2.50  0.00
C  -3.84  -1.00  -0.61
C  -5.14  -0.87  0.20
C  -4.00  -0.35  -1.99
C  -3.64  -2.50  -0.88
H  -2.20  -2.44  1.18
H  -0.72  1.49  2.10
H  -2.12  -0.74  4.52
H  -1.00  -1.94  5.19
H  -2.14  -2.40  3.91
H  -0.12  0.67  4.26
H  1.12  0.31  3.05
H  1.10  -0.56  4.59
H  -0.26  -3.25  2.46
H  0.88  -2.85  3.74
H  1.13  -2.24  2.10
H  -0.81  2.47  -1.12
H  -2.02  3.74  -1.37
H  -2.28  2.14  -2.04
H  -1.01  3.36  1.21
H  -2.46  3.02  2.19
H  -2.49  4.28  0.94
H  -4.57  1.86  -0.74
H  -4.27  3.54  -0.30
H  -4.59  2.34  0.96
H  -5.47  0.16  0.29
H  -5.01  -1.28  1.20
H  -5.94  -1.43  -0.30
H  -3.80  0.72  -2.00
H  -5.02  -0.50  -2.35
H  -3.33  -0.81  -2.71
H  -3.78  -3.11  0.02
H  -2.64  -2.71  -1.28
H  -4.38  -2.83  -1.61
C  2.22  -0.97  -3.44
Ge  0.75  0.32  -3.30
C  0.02  0.48  -5.10
C  1.31  2.12  -2.78
C  -0.66  -0.34  -2.14
H  2.65  -0.91  -4.44
H  1.83  -1.97  -3.28
H  3.03  -0.79  -2.72
H  0.78  0.90  -5.77
H  -0.85  1.13  -5.12
H  -0.27  -0.50  -5.49
H  2.15  2.45  -3.40
H  1.59  2.19  -1.73
H  0.47  2.79  -2.96
H  -0.90  -1.36  -2.47
H  -1.52  0.28  -2.37
C  4.85  1.21  -1.59
C  5.03  1.06  -0.08
C  4.08  0.06  0.59
C  4.52  -0.09  2.07
C  3.86  -1.23  2.84
C  4.24  -1.32  -0.03
O  5.32  -1.83  -0.22
N  3.07  -2.03  -0.31
C  1.83  -1.47  -0.24
O  0.80  -2.15  -0.48
N  1.62  -0.19  0.10
C  2.64  0.62  0.56
O  2.43  1.74  0.97
H  5.52  1.98  -1.97
H  3.84  1.51  -1.84
H  5.09  0.28  -2.12
H  4.86  2.01  0.41
H  6.05  0.73  0.14
H  4.31  0.87  2.54
H  5.60  -0.24  2.06
H  2.77  -1.15  2.84
H  4.18  -1.21  3.89
H  4.13  -2.21  2.44
H  3.16  -2.97  -0.66

Summary:
lowest unoccupied orbital energy (spin up / spin down)	-0.04 / 0.44	eV
2S+1	2
expectation value of S²	0.762
orbital gap (spin up / spin down)	8.30 / 8.67	eV
E_HOMO (spin up / spin down)	-8.34 / -8.23	eV